A 3-piece molecular cluster, C32H60BF3O11PS overall. Source: the OMol25 dataset; level of theory: ωB97M-V/def2-TZVPD.

Calculated values
Energy relative to the best compared isomer or geometry (same formula, charge and spin), kcal per mole: 118.3
Charge: -1
F_max, hartree/bohr: 0.093
E, eV: -85621.1376
HOMO energy, Ha: -0.1709

```
109
Properties=species:S:1:pos:R:3:lowdin_charge:R:1
C -1.8260 0.9895 5.8751 -0.11
O -1.5177 0.7786 4.4714 -0.13
B -2.7402 0.5716 3.6836 -0.55
O -3.6731 1.6170 4.1737 0.00
P -3.0518 -0.6640 2.2191 0.58
C -4.2304 -1.7471 3.2990 -0.21
C -4.5684 -1.2367 4.7810 -0.23
O -5.6047 -0.5541 5.0781 -0.04
C -1.8873 0.5190 1.2141 -0.31
C -0.3822 0.7236 1.6002 -0.29
C 0.0670 2.2959 1.7250 -0.52
S 1.0402 2.5735 3.3135 0.61
C -1.6605 -1.8844 2.7040 -0.30
C -1.2233 -2.1428 4.1898 -0.12
C -0.6967 -3.6585 4.4811 -0.36
O -0.4593 -3.9127 5.7027 0.01
O -0.4618 -4.6365 3.4788 0.02
C -4.4359 0.4105 1.4392 -0.30
C -5.9043 -0.0943 1.1601 -0.20
C -6.9658 0.3365 2.3164 -0.15
C -7.0394 1.7295 2.9733 -0.03
C -8.0857 1.9734 4.1166 -0.07
C -9.0578 0.8565 4.6334 -0.10
C -9.0066 -0.5333 3.9575 -0.10
C -7.9703 -0.7523 2.8366 -0.06
C -3.2118 -1.7841 0.6364 -0.29
C -4.1121 -3.0496 0.5675 -0.13
C -3.4101 -4.5177 0.6672 -0.37
F -3.4260 -5.0364 2.0125 0.02
F -4.2407 -5.4462 -0.0722 0.00
F -2.1391 -4.5834 0.0601 0.06
H -0.9078 0.6444 6.4762 0.10
H -1.9991 2.0983 6.1467 0.10
H -2.7098 0.3758 6.2547 0.09
H -3.3883 2.4951 3.8453 0.10
H -3.8341 -2.8210 3.5067 0.10
H -5.2695 -1.9475 2.8923 0.07
H -3.9542 -1.5229 5.7250 0.12
H -1.9332 0.3612 0.0728 0.09
H -2.3647 1.5712 1.3713 0.08
H 0.2716 0.3390 0.7200 0.11
H 0.0540 0.2265 2.5240 0.07
H -0.8035 3.0210 1.6090 0.07
H 0.8123 2.5538 0.8770 0.06
H 1.6381 3.8220 3.0975 -0.15
H -0.6898 -1.8425 2.0661 0.11
H -2.0052 -2.9527 2.3889 0.06
H -1.9223 -1.9304 5.0510 0.10
H -0.2764 -1.5039 4.3971 0.13
H -1.0666 -5.3851 3.7253 0.12
H -4.5657 1.4739 1.8886 0.08
H -4.0844 0.7429 0.3768 0.08
H -6.3313 0.4237 0.2125 0.12
H -6.0965 -1.2024 1.0057 0.08
H -6.3329 2.5669 2.6573 0.09
H -8.1776 2.9769 4.6735 0.08
H -9.7994 1.0148 5.4857 0.07
H -9.6499 -1.4392 4.2500 0.08
H -7.8893 -1.7894 2.3376 0.09
H -3.4382 -1.1730 -0.3270 0.09
H -2.1175 -2.1046 0.4049 0.09
H -4.5036 -3.1343 -0.5319 0.13
H -5.0835 -3.1645 1.1385 0.10
C 6.5278 1.6242 -2.8864 -0.11
O 6.4797 2.2056 -1.5968 -0.21
C 5.5795 3.3081 -1.5317 -0.20
C 4.9664 3.4257 -0.1416 -0.18
O 3.9380 2.4679 0.1052 -0.14
C 4.3732 1.1232 0.3258 -0.17
C 5.0853 0.9270 1.6598 -0.19
O 6.4373 1.3745 1.5688 -0.21
C 6.9677 1.7423 2.8265 -0.12
H 6.9141 2.3442 -3.6147 0.08
H 7.1965 0.7629 -2.8474 0.09
H 5.5359 1.2747 -3.1899 0.08
H 4.7818 3.2051 -2.2745 0.12
H 6.1584 4.2135 -1.7561 0.12
H 4.4761 4.4019 -0.0758 0.13
H 5.7255 3.4034 0.6414 0.12
H 4.9727 0.7631 -0.5129 0.12
H 3.4591 0.5219 0.3396 0.13
H 5.1069 -0.1377 1.9159 0.13
H 4.5503 1.4777 2.4407 0.12
H 6.3788 2.5514 3.2703 0.09
H 7.9871 2.1033 2.6743 0.09
H 6.9917 0.8790 3.4999 0.09
C 4.3544 2.0529 -9.5339 -0.11
O 4.5262 0.7526 -9.0026 -0.21
C 5.6252 0.6760 -8.0985 -0.20
C 5.3691 -0.3719 -7.0224 -0.18
O 4.4632 0.0665 -6.0102 -0.14
C 3.0848 0.1305 -6.3833 -0.17
C 2.4427 -1.2386 -6.5725 -0.19
O 2.7853 -1.7748 -7.8486 -0.21
C 2.7154 -3.1871 -7.8756 -0.11
H 5.2262 2.3400 -10.1298 0.09
H 3.4717 2.0444 -10.1752 0.09
H 4.1889 2.7794 -8.7319 0.09
H 5.8106 1.6461 -7.6263 0.12
H 6.5086 0.3923 -8.6849 0.12
H 6.3158 -0.5556 -6.5052 0.13
H 5.0555 -1.3254 -7.4492 0.12
H 2.9446 0.7705 -7.2568 0.12
H 2.5820 0.6257 -5.5471 0.13
H 1.3522 -1.1439 -6.5365 0.13
H 2.7762 -1.9086 -5.7730 0.13
H 3.3995 -3.6200 -7.1387 0.09
H 3.0213 -3.5247 -8.8678 0.09
H 1.6912 -3.5241 -7.6841 0.09
```

---

C32H60BN5O8SSi4TeV as an isolated structure. Source: the OMol25 dataset; level of theory: ωB97M-V/def2-TZVPD.

Calculated values
Energy relative to the best compared isomer or geometry (same formula, charge and spin), kcal per mole: 2.8
<S²>: 1.0716
Charge: +2
F_max, hartree/bohr: 0.009
E, eV: -133988.2299
Multiplicity: 2
HOMO energy (alpha / beta), Ha: -0.4313 / -0.4312

```
113
Properties=species:S:1:pos:R:3:lowdin_charge:R:1
V -0.8120 0.3656 0.3267 0.67
C 2.7928 -4.8901 -2.2097 -0.03
O 1.8524 -5.3771 -1.2521 -0.03
C 0.9011 -4.5629 -0.8134 -0.25
C -0.0073 -5.1058 0.1067 0.04
C -1.0187 -4.3286 0.5967 0.02
C -1.1831 -2.9775 0.2274 -0.08
C -2.2878 -2.2077 0.7800 -0.35
C -3.4376 -2.9076 1.4292 0.00
O -2.3243 -0.9657 0.7367 -0.06
C -0.2570 -2.4703 -0.6916 -0.13
O -0.3541 -1.1418 -1.1193 0.05
C 0.7681 -3.2312 -1.2122 0.09
H 3.4530 -5.7229 -2.4242 0.10
H 3.3717 -4.0622 -1.7968 0.10
H 2.2874 -4.5791 -3.1251 0.10
H 0.1111 -6.1379 0.4056 0.14
H -1.7082 -4.7648 1.3057 0.13
H -3.1019 -3.3058 2.3908 0.08
H -3.8061 -3.7366 0.8268 0.11
H -4.2286 -2.1876 1.6176 0.10
H 1.4499 -2.7789 -1.9174 0.12
C -4.2213 4.3106 1.2568 0.00
O -3.1155 3.5163 1.7276 0.05
C -2.6405 2.5373 1.0076 -0.53
O -1.7015 1.8679 1.4427 -0.02
N -3.1903 2.2695 -0.2013 0.07
N -2.6027 1.2376 -0.9517 0.03
H -4.4108 5.0300 2.0445 0.11
H -5.1061 3.6900 1.1149 0.11
H -3.9512 4.8406 0.3433 0.11
H -3.9379 2.8089 -0.6022 0.15
H -2.3018 1.5843 -1.8581 0.09
H -3.2802 0.4962 -1.1028 0.13
O 1.2900 -0.5028 2.2172 -0.41
N 0.3609 -0.0895 1.4216 -0.19
C -2.1175 -2.6654 7.4116 -0.23
Si -1.3591 -1.0826 6.7942 0.21
C 0.3715 -0.8364 7.4519 -0.21
C -2.4400 0.3912 7.1620 -0.22
Si 1.1039 -0.4354 3.9906 0.23
Te -1.2131 -1.3260 4.2624 0.75
Si 2.8723 -1.9487 4.4589 0.41
C 3.9472 -1.8886 2.9118 -0.22
C 3.9319 -1.4564 5.9175 -0.20
C 2.1357 -3.6593 4.6462 -0.21
Si 1.2593 1.8981 4.4142 0.41
C -0.4374 2.6391 4.6475 -0.19
C 2.3506 2.2173 5.9013 -0.20
C 2.0474 2.5791 2.8425 -0.21
H -2.2170 -2.6243 8.5000 0.04
H -1.5012 -3.5287 7.1574 0.03
H -3.1138 -2.8172 6.9921 0.03
H 0.3323 -0.6389 8.5273 0.05
H 0.8746 0.0150 6.9847 -0.01
H 0.9791 -1.7298 7.3030 0.02
H -2.7111 0.3994 8.2213 0.04
H -3.3604 0.3637 6.5769 0.04
H -1.9229 1.3270 6.9440 0.01
H 4.3575 -0.8878 2.7543 0.03
H 3.3876 -2.1843 2.0219 0.02
H 4.7902 -2.5753 3.0246 0.04
H 4.5006 -0.5510 5.6957 0.03
H 4.6512 -2.2607 6.0973 0.04
H 3.3794 -1.2934 6.8419 0.02
H 1.4877 -3.9021 3.8010 0.02
H 1.5344 -3.7451 5.5533 0.02
H 2.9305 -4.4075 4.6989 0.04
H -0.9301 2.2202 5.5268 0.00
H -1.0739 2.4483 3.7846 0.01
H -0.3557 3.7202 4.7903 0.05
H 1.8487 1.9337 6.8289 0.02
H 2.5841 3.2832 5.9715 0.04
H 3.2950 1.6723 5.8463 0.02
H 1.4066 2.3878 1.9775 0.00
H 3.0296 2.1338 2.6622 0.03
H 2.1811 3.6608 2.9212 0.04
C 4.1305 2.1593 -2.4275 -0.04
N 2.6872 2.2297 -2.2536 -0.02
C 2.0308 1.7425 -1.2112 -0.75
N 2.6985 1.0956 -0.2635 0.18
S 0.3268 1.9836 -1.1482 0.82
H 4.4013 2.7284 -3.3109 0.10
H 4.4628 1.1284 -2.5634 0.10
H 4.6437 2.6048 -1.5736 0.10
H 2.1264 2.6555 -2.9730 0.13
H 3.7008 1.0069 -0.2952 0.12
H 2.2196 0.8094 0.5757 0.05
C -2.7776 2.0401 -7.5950 -0.07
C -1.3319 1.6050 -7.8358 -0.56
C -1.3138 0.5835 -8.9831 -0.04
C -0.5172 2.8438 -8.2359 -0.04
C -0.7116 0.9603 -6.5960 -0.15
C 0.6305 0.5593 -6.6306 -0.01
C 1.2697 -0.0549 -5.5599 0.03
C 0.5126 -0.2526 -4.4298 -0.17
O 0.8759 -0.8322 -3.2148 0.23
B -0.2602 -0.7390 -2.4561 -0.80
O -1.3327 -0.1991 -3.1253 0.20
C -0.8093 0.1330 -4.3780 -0.16
C -1.4531 0.7349 -5.4332 0.08
H -3.1660 2.5108 -8.4980 0.09
H -2.8514 2.7698 -6.7849 0.09
H -3.4271 1.1918 -7.3678 0.09
H -1.7459 1.0246 -9.8827 0.09
H -1.8955 -0.3034 -8.7250 0.09
H -0.2980 0.2660 -9.2222 0.08
H -0.9743 3.3200 -9.1043 0.09
H 0.5092 2.5920 -8.5047 0.08
H -0.4885 3.5734 -7.4240 0.09
H 1.2012 0.7237 -7.5350 0.12
H 2.3033 -0.3690 -5.6178 0.13
H -2.4955 1.0102 -5.3573 0.12
```

---

A 5-piece molecular cluster, C32H60F3NO16S overall. Source: the OMol25 dataset; level of theory: ωB97M-V/def2-TZVPD.

Calculated values
Energy relative to the best compared isomer or geometry (same formula, charge and spin), kcal per mole: 0.0
F_max, hartree/bohr: 0.013
E, eV: -87394.3882
HOMO energy, Ha: -0.3636
SMILES string: CCCCCCCCCCC[C@H]1[C@@H](CCCOC)C(=O)N[C@@H]1S(=O)(=O)C(F)(F)F.COC(=O)OC.COC(=O)OC.COC(=O)OC.COC(=O)OC

```
113
Properties=species:S:1:pos:R:3:lowdin_charge:R:1
C 3.5521 1.5246 1.4593 -0.11
C 3.9151 2.3189 0.2062 -0.26
C 2.6926 2.5919 -0.6861 -0.21
C 2.6154 1.7312 -1.9653 -0.20
C 1.2384 1.0888 -2.2156 -0.22
C 1.2405 -0.4161 -1.9730 -0.22
C -0.1397 -1.0761 -2.0525 -0.19
C -0.3052 -2.2230 -1.0492 -0.20
C -1.2479 -3.3525 -1.4994 -0.18
C -0.4847 -4.6156 -1.9172 -0.17
C -0.2832 -5.6230 -0.7644 -0.12
C 1.1437 -6.0145 -0.3810 -0.22
C 2.1696 -6.5422 -1.4111 -0.16
C 2.6667 -5.5842 -2.5194 -0.14
C 2.1143 -5.9447 -3.9013 -0.16
C 2.7805 -7.1712 -4.5386 -0.22
O 3.7429 -6.8364 -5.5168 -0.18
C 4.9488 -6.3267 -4.9930 -0.11
C 3.3594 -6.7575 -0.4912 -0.44
O 4.2853 -7.5113 -0.6387 0.11
N 3.2459 -5.8525 0.5690 0.11
C 2.0512 -5.0371 0.3895 -0.32
S 1.4077 -4.4485 1.9630 0.79
O 1.6396 -5.3861 3.0166 -0.24
O 0.1220 -3.8451 1.7545 -0.27
C 2.5626 -3.0220 2.2621 -0.67
F 3.8368 -3.4241 2.1348 0.14
F 2.3387 -2.0510 1.3780 0.14
F 2.3674 -2.5639 3.4907 0.16
H 4.4371 1.1489 1.9763 0.07
H 2.9899 2.1465 2.1586 0.06
H 2.9203 0.6696 1.2017 0.06
H 4.6717 1.7685 -0.3601 0.10
H 4.3781 3.2632 0.5000 0.10
H 2.6967 3.6439 -0.9772 0.10
H 1.7830 2.4415 -0.0995 0.10
H 2.9099 2.3253 -2.8315 0.10
H 3.3540 0.9272 -1.8784 0.10
H 0.4930 1.5495 -1.5606 0.10
H 0.9124 1.2865 -3.2411 0.11
H 1.9184 -0.8869 -2.6924 0.12
H 1.6646 -0.5984 -0.9770 0.10
H -0.3056 -1.4755 -3.0579 0.11
H -0.9089 -0.3202 -1.8717 0.11
H 0.6913 -2.6477 -0.8755 0.08
H -0.6291 -1.8262 -0.0870 0.09
H -1.8730 -2.9975 -2.3216 0.11
H -1.9263 -3.5863 -0.6770 0.10
H 0.4728 -4.3002 -2.3236 0.08
H -1.0124 -5.1131 -2.7335 0.11
H -0.7976 -6.5570 -1.0011 0.12
H -0.7741 -5.2368 0.1266 0.09
H 1.0590 -6.8578 0.3178 0.16
H 1.8540 -7.4873 -1.8533 0.16
H 2.4418 -4.5427 -2.2875 0.10
H 3.7560 -5.6613 -2.5720 0.11
H 2.2784 -5.1027 -4.5802 0.12
H 1.0325 -6.0865 -3.8548 0.10
H 3.2497 -7.8011 -3.7697 0.12
H 2.0372 -7.7701 -5.0640 0.12
H 4.8979 -5.2428 -4.8354 0.09
H 5.2086 -6.8078 -4.0429 0.09
H 5.7390 -6.5329 -5.7137 0.09
H 4.1029 -5.4098 0.8664 0.14
H 2.2865 -4.1168 -0.1595 0.13
C -0.5865 3.5226 3.6797 -0.03
O -0.1917 4.8956 3.7976 0.00
C 0.7212 5.2813 2.9065 -0.62
O 1.2155 4.5863 2.0579 0.12
O 0.9939 6.5669 3.1198 -0.02
C 1.9769 7.1242 2.2377 -0.02
H -1.3225 3.3645 4.4614 0.09
H -1.0261 3.3355 2.7020 0.10
H 0.2697 2.8663 3.8248 0.10
H 1.6391 7.0623 1.2053 0.10
H 2.9242 6.5991 2.3443 0.10
H 2.0803 8.1609 2.5428 0.10
C 0.6706 7.4512 6.1728 -0.03
O 1.4258 8.0958 7.2093 0.01
C 1.8203 9.3289 6.9094 -0.63
O 1.6121 9.9081 5.8738 0.12
O 2.4913 9.8221 7.9514 0.00
C 2.9770 11.1544 7.7611 -0.04
H 0.4420 6.4594 6.5501 0.10
H -0.2489 7.9988 5.9757 0.10
H 1.2528 7.3786 5.2591 0.08
H 2.1514 11.8414 7.5857 0.10
H 3.6646 11.1945 6.9184 0.10
H 3.4922 11.4093 8.6819 0.09
C -5.9721 -0.1961 -1.0598 -0.04
O -4.9042 -1.0860 -0.7079 0.00
C -4.2984 -0.7906 0.4392 -0.62
O -4.5737 0.1257 1.1701 0.12
O -3.3296 -1.6833 0.6424 -0.01
C -2.5849 -1.4893 1.8515 -0.03
H -6.3629 -0.5579 -2.0047 0.09
H -6.7493 -0.2136 -0.2984 0.10
H -5.6035 0.8204 -1.1775 0.10
H -3.2415 -1.5590 2.7167 0.10
H -2.0963 -0.5159 1.8440 0.10
H -1.8460 -2.2849 1.8723 0.07
C -8.0740 2.2661 -5.6650 -0.04
O -9.0831 2.7818 -4.7894 0.01
C -8.8794 2.5187 -3.5011 -0.62
O -7.9475 1.9052 -3.0463 0.11
O -9.8779 3.0486 -2.7993 0.01
C -9.7829 2.8398 -1.3854 -0.03
H -8.3800 2.5604 -6.6637 0.09
H -7.1036 2.6951 -5.4234 0.10
H -8.0203 1.1819 -5.5888 0.10
H -8.8720 3.2877 -0.9934 0.10
H -9.7922 1.7761 -1.1555 0.10
H -10.6562 3.3255 -0.9622 0.09
```

---

C32H60N2O2P3Sn as an isolated structure. Source: the OMol25 dataset; level of theory: ωB97M-V/def2-TZVPD.

Calculated values
Energy relative to the best compared isomer or geometry (same formula, charge and spin), kcal per mole: 0.0
Charge: +1
F_max, hartree/bohr: 0.079
E, eV: -74925.7010
HOMO energy, Ha: -0.3116

```
100
Properties=species:S:1:pos:R:3:lowdin_charge:R:1
C -2.0669 1.7322 0.2406 -0.34
C -2.4564 -0.5399 -0.2682 -0.37
C -3.3826 2.1005 -0.0777 -0.08
C -3.7499 -0.1334 -0.7380 -0.05
C -4.2385 1.1509 -0.6127 -0.07
H -3.6652 3.1229 0.0822 0.10
H -4.2835 -0.9186 -1.2628 0.11
H -5.2544 1.4226 -0.8995 0.12
N -1.6155 0.4581 0.2193 -0.02
P 0.6621 2.7316 -0.1104 1.01
P -0.6912 -2.5737 0.5569 0.99
C -1.0976 2.8945 0.5009 -0.28
H -1.4892 3.7827 -0.0303 0.08
H -1.0674 3.1554 1.5797 0.09
C 4.2010 0.1188 0.4365 -0.01
O 5.3074 0.0214 0.1604 0.05
C -2.1220 -1.9420 -0.2451 -0.35
H -2.7457 -2.5207 -0.9605 0.07
C 0.5906 -3.7754 -0.4604 -0.64
C -1.6980 -3.3060 1.9930 -0.70
C 0.5249 3.4436 -1.8813 -0.67
C 1.5587 3.9495 1.0680 -0.69
C 1.9114 -3.0644 -0.8240 -0.15
H 2.5346 -2.8430 0.0548 0.07
H 2.4977 -3.7388 -1.4769 0.10
H 1.7390 -2.1421 -1.3995 0.01
C 0.9388 -5.0399 0.3312 -0.11
H 1.4837 -4.8099 1.2566 0.08
H 0.0572 -5.6520 0.5659 0.08
H 1.6079 -5.6608 -0.2892 0.09
C -0.1193 -4.1220 -1.7701 -0.11
H 0.4792 -4.8753 -2.3176 0.10
H -1.1193 -4.5535 -1.6089 0.08
H -0.2044 -3.2160 -2.3899 0.04
C -0.7846 -3.9696 3.0160 -0.11
H -0.0571 -3.2464 3.4071 0.04
H -1.3769 -4.3615 3.8647 0.10
H -0.2136 -4.7993 2.5849 0.06
C -2.5070 -2.1814 2.6876 -0.08
H -1.8756 -1.3096 2.9033 0.06
H -3.3423 -1.8476 2.0586 0.08
H -2.9238 -2.5283 3.6490 0.09
C -2.6590 -4.2982 1.3521 -0.11
H -3.5002 -3.7477 0.8724 0.08
H -2.1576 -4.9366 0.5827 0.08
H -3.0881 -4.9694 2.1292 0.10
C 2.9938 4.1442 0.5565 -0.09
H 3.5844 4.6361 1.3436 0.09
H 3.4800 3.1851 0.3313 0.07
H 3.0457 4.7827 -0.3354 0.07
C 1.5981 3.2339 2.4262 -0.14
H 0.5923 3.1557 2.8619 0.07
H 2.0252 2.2243 2.3478 0.04
H 2.2198 3.8115 3.1296 0.10
C 0.8791 5.3105 1.2910 -0.08
H -0.1312 5.2192 1.7186 0.08
H 1.4885 5.8715 2.0209 0.10
H 0.8236 5.9340 0.3913 0.06
C -0.7264 2.8605 -2.5646 -0.10
H -1.6526 3.2656 -2.1468 0.08
H -0.7219 3.1333 -3.6314 0.09
H -0.7532 1.7696 -2.4764 0.06
C 1.7856 2.9709 -2.6484 -0.11
H 2.0734 1.9488 -2.3610 0.04
H 1.5723 2.9406 -3.7326 0.09
H 2.6491 3.6371 -2.4809 0.08
C 0.4327 4.9796 -1.9309 -0.09
H -0.4288 5.3752 -1.3812 0.08
H 1.3414 5.4699 -1.5656 0.06
H 0.2980 5.2908 -2.9780 0.10
Sn 0.7470 -0.0955 0.5719 1.06
N 0.8245 -0.3262 -2.6412 0.18
C 0.5137 -0.4536 -3.7715 -0.09
C -0.5035 -0.8661 -4.7958 -0.59
C -1.5999 -1.7379 -4.1151 -0.04
C -1.2515 0.3625 -5.2868 -0.05
C 0.2184 -1.6906 -5.8567 -0.05
H -1.2096 -2.6915 -3.7452 0.06
H -2.0550 -1.2386 -3.2311 0.08
H -2.3692 -1.9276 -4.8912 0.11
H -0.6004 1.1847 -5.5934 0.09
H -1.9049 0.0723 -6.1243 0.10
H -1.8764 0.7411 -4.4613 0.08
H -0.5115 -2.0947 -6.5782 0.10
H 0.9646 -1.0780 -6.3804 0.09
H 0.7394 -2.5444 -5.3892 0.09
C 1.0033 -1.7401 5.1677 -0.16
P 1.3266 -0.2162 4.2376 0.62
C 0.9528 1.2382 5.2403 -0.16
C 3.1138 -0.1875 3.9614 -0.18
O 0.5465 -0.1606 2.9009 -0.60
H -0.0090 -2.0965 4.9206 0.04
H 1.0682 -1.6887 6.2732 0.07
H 1.7207 -2.5242 4.8577 0.07
H 1.1811 1.1000 6.3118 0.07
H 1.5171 2.1178 4.8867 0.04
H -0.1131 1.4856 5.1309 0.07
H 3.4088 -0.9894 3.2724 0.05
H 3.4514 0.7619 3.5249 0.05
H 3.6957 -0.3286 4.8874 0.07
```